Below is a 15-piece molecular cluster, C41H112O15 overall at a distorted geometry, with properties calculated with ωB97M-V/def2-TZVPD.

Each line ends with the Löwdin charge.
Element x y z (Å)
C  21.5923  1.6293  12.8945  -0.21
O  20.7359  0.6471  13.2294  -0.11
H  22.2025  1.9982  13.7190  0.07
H  22.2530  1.1975  12.1428  0.09
H  21.0406  2.4415  12.4212  0.06
H  20.3848  0.8223  14.1056  0.01
C  21.1669  1.1572  16.5250  -0.11
O  20.0703  0.5895  15.7881  -0.14
H  21.9688  1.4296  15.8388  0.06
H  20.8962  2.0674  17.0603  0.07
H  21.6429  0.4452  17.1993  0.08
H  19.3125  0.6419  16.3752  0.06
C  18.3150  5.4692  8.9811  -0.07
C  19.7882  5.2373  9.2252  -0.53
C  20.0601  4.3158  10.4309  -0.04
O  20.3237  4.6614  8.1012  -0.03
H  18.1734  6.1037  8.1062  0.08
H  17.7954  5.9764  9.7940  0.07
H  17.8311  4.5193  8.7541  0.08
H  20.2702  6.2010  9.3900  0.13
H  21.1339  4.3002  10.6177  0.06
H  19.6756  3.3122  10.2486  0.09
H  19.6348  4.6129  11.3895  0.07
H  20.5646  5.2986  7.4248  0.10
C  17.2897  -2.2550  13.4845  -0.05
C  16.8738  -1.1351  14.4959  -0.45
C  17.0015  0.2821  13.8714  -0.05
O  15.5335  -1.3741  14.9363  -0.06
H  16.5159  -2.5420  12.7724  0.07
H  17.4359  -3.1772  14.0469  0.07
H  18.2073  -2.0796  12.9230  0.08
H  17.6048  -1.1797  15.3032  0.12
H  16.2915  0.3866  13.0510  0.08
H  17.9570  0.4564  13.3768  0.07
H  16.9470  1.0544  14.6387  0.05
H  15.0533  -1.5299  14.1198  0.08
C  20.4295  6.0462  20.8458  -0.05
C  19.1251  6.0875  20.0846  -0.46
C  18.1694  7.2102  20.6282  -0.02
O  19.3943  6.5673  18.8332  -0.09
H  21.2005  5.4190  20.3982  0.07
H  20.1580  5.6500  21.8243  0.08
H  20.8474  7.0424  20.9902  0.08
H  18.7431  5.0673  20.1204  0.12
H  17.2658  7.2075  20.0186  0.04
H  18.5248  8.2322  20.4960  0.07
H  17.9525  7.1448  21.6944  0.08
H  19.5162  7.5195  18.8422  0.04
C  12.7869  6.3961  19.5880  -0.05
C  13.9886  7.3586  19.3461  -0.44
C  15.1873  6.6177  18.7104  -0.06
O  13.4979  8.3637  18.4775  -0.07
H  12.4521  5.8300  18.7188  0.06
H  11.8740  6.9134  19.8833  0.08
H  13.1318  5.7459  20.3920  0.08
H  14.2877  7.8836  20.2533  0.13
H  14.9196  6.0806  17.8005  0.06
H  15.6529  5.8977  19.3835  0.06
H  15.9731  7.2869  18.3600  0.06
H  12.9993  7.8660  17.8253  0.03
C  18.9631  3.6610  15.1369  -0.02
C  18.7559  4.8825  16.0384  -0.52
C  17.3712  5.4107  15.8421  -0.03
O  19.0650  4.4324  17.2571  -0.05
H  18.8716  3.9360  14.0861  0.08
H  18.1895  2.9220  15.3455  0.07
H  19.9420  3.2107  15.3014  0.07
H  19.5328  5.6026  15.7816  0.13
H  17.2455  6.4191  16.2362  0.07
H  16.6497  4.8100  16.3959  0.07
H  17.0130  5.3444  14.8148  0.07
H  19.2897  5.2014  17.7860  0.06
C  25.1449  5.0305  16.9460  -0.06
C  23.7062  4.5453  17.0435  -0.49
C  22.7582  5.7279  17.1678  -0.04
O  23.3975  3.6632  15.9952  -0.05
H  25.8515  4.2071  17.0498  0.08
H  25.4439  5.6660  17.7796  0.08
H  25.3681  5.5153  15.9956  0.07
H  23.6586  3.8880  17.9117  0.12
H  23.0848  6.4016  16.3757  0.07
H  22.9082  6.1920  18.1426  0.07
H  21.7340  5.3946  17.0010  0.07
H  23.7336  3.9599  15.1464  0.03
C  14.3053  6.8110  14.8329  -0.08
C  12.9872  7.4316  15.0152  -0.44
C  12.0399  7.1228  13.8557  -0.04
O  12.5180  6.8472  16.2462  -0.07
H  14.5489  7.0875  13.8071  0.08
H  14.3009  5.7289  14.9639  0.08
H  15.0801  7.2786  15.4404  0.08
H  13.1054  8.5149  15.0376  0.15
H  11.0806  7.6323  13.9465  0.08
H  11.7777  6.0677  13.7779  0.07
H  12.4438  7.3232  12.8633  0.07
H  12.2962  5.9363  16.0398  0.04
C  16.5093  0.5286  18.3946  -0.02
C  16.8329  1.9924  18.1327  -0.48
C  16.5207  2.8569  19.3223  -0.05
O  18.2235  2.0975  17.9354  -0.09
H  16.9432  -0.0114  17.5530  0.07
H  15.4242  0.4313  18.4318  0.07
H  16.9278  0.0556  19.2830  0.09
H  16.4066  2.3732  17.2046  0.12
H  16.8379  3.8941  19.2136  0.06
H  17.0314  2.4120  20.1763  0.08
H  15.4985  2.8362  19.7003  0.07
H  18.5014  2.9846  17.6955  0.01
C  21.9387  9.4362  18.3552  -0.04
C  20.5734  9.7864  17.7799  -0.44
C  20.3531  9.0743  16.4748  -0.06
O  19.5938  9.2326  18.6855  -0.09
H  22.1724  8.3724  18.3130  0.06
H  22.1659  9.7578  19.3716  0.08
H  22.6622  9.9652  17.7348  0.08
H  20.3991  10.8485  17.6074  0.14
H  19.3889  9.3364  16.0392  0.08
H  20.2826  7.9973  16.6268  0.07
H  21.1478  9.2669  15.7540  0.09
H  18.7408  9.6442  18.5283  0.11
C  22.6164  1.6472  20.0897  -0.03
C  21.4861  2.0851  21.0641  -0.46
C  20.1232  2.3163  20.3749  -0.06
O  21.1829  1.1037  22.0644  -0.07
H  22.7248  2.3453  19.2596  0.05
H  22.4285  0.6446  19.7056  0.08
H  23.5604  1.6024  20.6327  0.07
H  21.7854  2.9361  21.6760  0.12
H  19.7148  1.3550  20.0631  0.09
H  20.3398  3.0220  19.5729  0.07
H  19.4516  2.7631  21.1080  0.07
H  20.5751  1.5658  22.6463  0.08
C  22.1588  5.7922  13.5310  -0.04
C  23.2924  5.2573  12.6480  -0.46
C  23.8907  6.3142  11.7118  -0.04
O  24.2673  4.6333  13.5046  -0.06
H  21.3319  6.2400  12.9798  0.08
H  22.5176  6.5249  14.2538  0.07
H  21.7666  4.9761  14.1379  0.07
H  22.9355  4.4548  12.0024  0.11
H  23.1418  6.5802  10.9658  0.08
H  24.7817  5.9738  11.1843  0.08
H  24.0813  7.1992  12.3188  0.08
H  25.0100  4.3855  12.9492  0.10
C  15.4666  4.4890  12.0502  -0.04
C  13.9896  4.7909  11.8227  -0.50
C  13.6939  5.6439  10.6429  -0.07
O  13.2218  3.5789  11.6852  -0.05
H  15.9557  5.3536  12.4990  0.07
H  15.8660  4.2718  11.0596  0.07
H  15.6518  3.6305  12.6958  0.07
H  13.6146  5.3174  12.7004  0.08
H  12.6437  5.7638  10.3769  0.08
H  14.1384  5.3206  9.7016  0.08
H  14.0242  6.6665  10.8249  0.08
H  13.8208  2.9788  11.2350  0.08
C  14.0510  2.6435  15.2420  -0.03
C  12.8000  2.8322  16.2190  -0.40
C  13.2226  2.7215  17.7415  -0.03
O  12.1838  4.0719  15.9655  -0.06
H  13.9129  2.6346  14.1608  0.06
H  14.5799  1.7152  15.4577  0.06
H  14.7676  3.4491  15.4021  0.05
H  12.0942  2.0191  16.0493  0.13
H  13.7205  1.7770  17.9605  0.06
H  12.2926  2.7362  18.3100  0.08
H  13.7643  3.5441  18.2084  0.06
H  11.7995  3.9088  15.1010  0.10

Forces on atoms 1 to 6 (eV/Å):
1.195 1.047 -1.271
-1.434 -1.891 0.530
0.086 0.196 0.130
0.356 0.317 -0.155
0.220 0.628 -0.055
-0.401 -0.292 0.472

Computed properties:
- Charge: 0
- ΔE to the lowest compared entry with this formula, charge and spin: 3.3420 eV
- Maximum force: 3.94 eV Å⁻¹
- E_HOMO: -9.32 eV
- Frontier orbital gap: 9.6 eV